Record 1
{"formula": "C5H14Cl2N4O8", "method": "the ωB97M-V functional and the def2-TZVPD basis", "symbols": ["C", "N", "O", "O", "H", "H", "H", "C", "N", "O", "O", "H", "H", "H", "C", "N", "O", "O", "H", "H", "H", "C", "N", "O", "O", "H", "H", "H", "C", "Cl", "Cl", "H", "H"], "coordinates": [[2.07829, -0.39694, 0.77641], [2.43485, -0.79106, 2.18199], [3.35981, -1.57217, 2.39973], [1.85432, -0.30967, 3.05495], [1.22151, 0.27682, 0.76773], [1.80294, -1.27110, 0.18637], [2.92259, 0.12123, 0.32173], [-2.05050, -0.31110, 2.31972], [-1.38700, 0.99924, 2.47342], [-0.20725, 1.08926, 2.24997], [-1.96692, 2.01986, 2.85482], [-3.11630, -0.34725, 2.54525], [-1.41109, -0.90101, 2.97641], [-1.84496, -0.51724, 1.26930], [1.66262, 2.66043, 0.90693], [0.41571, 3.20588, 0.31227], [-0.56954, 2.45811, 0.29059], [0.46277, 4.39565, -0.00165], [2.53583, 2.75228, 0.26105], [1.47043, 1.66666, 1.31138], [1.96609, 3.29866, 1.73679], [-1.56217, -2.12239, -3.75108], [-0.78560, -3.33450, -3.53450], [-0.92536, -4.18758, -4.36780], [-0.08820, -3.42028, -2.52597], [-1.36014, -1.90192, -4.79925], [-1.22696, -1.28557, -3.13833], [-2.61670, -2.28431, -3.52781], [-0.63313, 0.08039, -0.98787], [0.53964, -1.29392, -1.20262], [-1.53577, 0.52811, -2.38221], [-1.35182, -0.29022, -0.25697], [-0.08799, 0.98567, -0.72072]], "mulliken_charge": [-0.166, 1.079, -0.642, -0.521, -0.712, 0.345, 0.379, -0.516, 0.765, -0.328, -0.560, 0.265, 0.334, 0.144, -0.284, 0.915, -0.492, -0.563, 0.315, 0.063, 0.378, -0.072, 0.932, -0.564, -0.537, 0.316, -0.354, 0.309, 0.849, -0.266, -0.235, -0.432, -0.146], "charge": 0, "orbital_gap_ev": 9.9, "smiles": "C[N+](=O)[O-].C[N+](=O)[O-].C[N+](=O)[O-].C[N+](=O)[O-].ClCCl", "e_homo_ev": -10.364, "e_above_lowest_ev": 3.4383}

---

Record 2
{"formula": "C5H14CoN3", "method": "the ωB97M-V functional and the def2-TZVPD basis", "symbols": ["C", "Co", "N", "H", "H", "H", "H", "H", "H", "H", "H", "C", "N", "C", "C", "N", "C", "H", "H", "H", "H", "H", "H"], "coordinates": [[-1.66525, 1.15856, -2.53697], [0.13032, 0.76470, -1.44184], [0.81422, -0.78997, -2.56890], [-1.15915, 1.54276, -1.34983], [1.40515, 1.16436, -0.73607], [-2.00373, 2.17745, -2.74149], [-2.50748, 0.55017, -2.26462], [-1.37556, 0.84949, -3.56295], [0.42461, -1.63984, -2.16839], [1.82717, -0.89434, -2.51569], [0.57994, -0.80936, -3.56743], [0.70707, 0.30409, 3.59536], [0.32190, -0.17736, 2.30310], [0.16430, -1.51226, 1.92758], [-0.16004, -1.49387, 0.59676], [-0.14870, -0.15205, 0.18828], [0.12492, 0.61774, 1.24545], [0.03130, -0.07319, 4.36093], [1.72431, -0.00751, 3.84228], [0.67229, 1.39336, 3.62102], [0.28460, -2.36060, 2.59129], [-0.39092, -2.30537, -0.07691], [0.19874, 1.69302, 1.25905]], "mulliken_charge": [-1.320, -0.208, -0.764, 0.334, -0.056, 0.352, 0.310, 0.222, 0.325, 0.270, 0.294, -3.196, 4.032, -0.559, -1.802, -0.548, -1.169, 0.679, 0.783, 0.011, 0.338, 0.644, 0.031], "charge": -1, "spin_multiplicity": 4, "orbital_gap_ev": [2.0, 6.4], "e_homo_ev": [1.126, -3.384]}

---

Record 3
{"formula": "C5H14IN2O", "method": "the ωB97M-V functional and the def2-TZVPD basis", "symbols": ["C", "C", "C", "C", "C", "N", "N", "O", "I", "H", "H", "H", "H", "H", "H", "H", "H", "H", "H", "H", "H", "H", "H"], "coordinates": [[-1.52313, 1.69989, -1.24364], [-0.13629, -2.11036, 2.96257], [-0.60845, 0.45610, -1.66738], [0.68485, 0.41963, -0.79673], [0.12880, -0.72889, 2.50044], [0.53858, 0.70376, 0.61727], [0.25174, 0.07501, 3.50741], [0.13721, -0.52569, 1.25133], [-3.17150, 2.01459, 2.21382], [-0.77450, 2.53186, -0.96010], [-2.17280, 2.14059, -2.03109], [-2.14997, 1.50948, -0.41163], [-0.96506, -2.08895, 3.59126], [-0.45797, -2.86967, 2.24748], [0.58082, -2.46254, 3.72335], [-0.32162, 0.44151, -2.76677], [-1.13790, -0.51193, -1.68940], [0.98798, -0.58390, -0.85041], [1.48988, 1.00371, -1.21453], [-4.10888, 3.06839, 2.86227], [-0.05241, 1.45011, 0.91836], [0.36315, -0.36592, 4.48080], [0.28249, 1.09647, 3.35125]], "mulliken_charge": [-0.791, -1.482, -0.343, -0.709, 0.916, -0.327, -0.293, -0.100, -0.069, 0.289, 0.353, -0.074, 0.470, 0.319, 0.416, 0.330, 0.321, 0.386, 0.402, 0.135, 0.284, 0.288, 0.279], "charge": 1, "orbital_gap_ev": 10.0, "e_homo_ev": -13.280, "e_above_lowest_ev": 0.5320}

---

Record 4
{"formula": "C5H14KN4O6", "method": "the ωB97M-V functional and the def2-TZVPD basis", "symbols": ["K", "C", "O", "O", "O", "C", "C", "O", "H", "H", "H", "H", "H", "H", "C", "O", "N", "N", "H", "H", "H", "H", "C", "O", "N", "N", "H", "H", "H", "H"], "coordinates": [[-0.45681, 3.93547, 25.49756], [0.64544, -0.49303, 22.02226], [1.54697, -0.07246, 22.71778], [-0.36123, 0.18006, 21.83723], [0.71397, -1.62285, 21.44841], [-5.07981, 0.28416, 28.04946], [-5.54280, 1.76169, 28.08832], [-5.44663, 2.26237, 26.79918], [-4.09503, 0.17838, 27.59435], [-5.72287, -0.43322, 27.53962], [-4.95545, -0.09147, 29.06512], [-4.92189, 2.36224, 28.75307], [-6.57794, 1.79144, 28.42844], [-5.81022, 3.15060, 26.77773], [2.57223, 9.44484, 29.41445], [2.50109, 8.56349, 28.59815], [3.63881, 9.70873, 30.06368], [1.64349, 10.24193, 29.78545], [4.51263, 9.27036, 29.80995], [3.59013, 10.26564, 30.90486], [0.73139, 10.08630, 29.38055], [1.78299, 10.96703, 30.47455], [3.40228, 4.43891, 19.09027], [3.79201, 5.31370, 18.39985], [4.19889, 3.53800, 19.59976], [2.18637, 4.33697, 19.56456], [3.77176, 2.85683, 20.21103], [5.17048, 3.38692, 19.36893], [1.83393, 3.51557, 20.03485], [1.41934, 4.88039, 19.19514]], "mulliken_charge": [0.286, 0.698, -0.650, -0.650, -0.688, -1.086, -0.143, -0.512, 0.295, 0.299, 0.339, 0.266, 0.250, 0.295, 0.676, -0.649, -0.385, -0.384, 0.208, 0.156, 0.223, 0.162, 0.606, -0.642, -0.354, -0.393, 0.171, 0.190, 0.203, 0.216], "charge": -1, "orbital_gap_ev": 2.1, "e_homo_ev": -1.196, "e_above_lowest_ev": 6.1772}

---

Record 5
{"formula": "C5H14KN4O6", "method": "the ωB97M-V functional and the def2-TZVPD basis", "symbols": ["K", "C", "O", "O", "O", "C", "C", "O", "H", "H", "H", "H", "H", "H", "C", "O", "N", "N", "H", "H", "H", "H", "C", "O", "N", "N", "H", "H", "H", "H"], "coordinates": [[11.30392, -10.16672, -6.92193], [13.48239, -7.59721, -7.25372], [14.23494, -8.66253, -7.12754], [13.76835, -6.54286, -6.60835], [12.41813, -7.71142, -8.01508], [9.57238, -10.81905, -3.73326], [10.93328, -10.52479, -3.12202], [11.88336, -10.10871, -4.09704], [9.61727, -11.51593, -4.57343], [9.02363, -9.90473, -3.95932], [8.91428, -11.32281, -3.01742], [11.24677, -11.37415, -2.50538], [10.75109, -9.70994, -2.40791], [12.68671, -10.10520, -3.56329], [9.72159, -13.23826, -10.13263], [8.61190, -13.49615, -10.59349], [9.95797, -12.28404, -9.20389], [10.82015, -13.90502, -10.62413], [10.87609, -12.25044, -8.79929], [9.19252, -11.82456, -8.74089], [11.73212, -13.77834, -10.22509], [10.61488, -14.68604, -11.21522], [9.66184, -8.98117, -9.74917], [9.31283, -9.42572, -8.64304], [8.96846, -9.21062, -10.89932], [10.76889, -8.21828, -9.84476], [8.03428, -9.56539, -10.82882], [9.35049, -8.90355, -11.77095], [11.38242, -7.98570, -9.02719], [11.09209, -7.83528, -10.71501]], "mulliken_charge": [0.802, 0.490, -0.782, -0.775, -0.817, -1.087, -0.188, -0.390, 0.261, 0.283, 0.352, 0.323, 0.257, 0.243, 0.576, -0.667, -0.134, -0.401, 0.073, 0.159, 0.170, 0.221, 0.587, -0.773, -0.369, -0.390, 0.237, 0.147, 0.499, 0.092], "charge": -1, "orbital_gap_ev": 3.5, "e_homo_ev": -1.824, "e_above_lowest_ev": 0.8046}

---

Record 6
{"formula": "C5H14N", "method": "the ωB97M-V functional and the def2-TZVPD basis", "symbols": ["C", "C", "C", "C", "C", "N", "H", "H", "H", "H", "H", "H", "H", "H", "H", "H", "H", "H", "H", "H"], "coordinates": [[2.59126, -0.82607, 0.15688], [-0.28449, 0.80074, -1.35452], [-1.37488, 0.70946, -0.30311], [-1.71834, -0.74001, -0.07893], [-0.89299, 1.28561, 1.05596], [1.36400, -0.99798, 0.71003], [2.76458, 0.21039, -0.14012], [3.33554, -1.14290, 0.92931], [0.06382, 1.81650, -1.55030], [0.54219, 0.19353, -0.93207], [-2.25769, 1.24014, -0.65198], [-2.23009, -1.30700, -0.85250], [-2.27972, -0.89733, 0.84247], [-0.75234, -1.29684, 0.08978], [-0.32868, 2.21018, 0.88784], [-1.75240, 1.41119, 1.71048], [-0.26401, 0.47462, 1.40349], [-0.59575, 0.36065, -2.30010], [1.31937, -1.96871, 1.06107], [2.75063, -1.53618, -0.68367]], "mulliken_charge": [-0.718, -0.641, 0.442, -1.004, -1.152, -0.041, 0.350, 0.382, 0.408, -0.297, 0.386, 0.386, 0.363, 0.079, 0.370, 0.369, 0.229, 0.375, 0.310, 0.403], "charge": 1, "orbital_gap_ev": 5.4, "e_homo_ev": -14.855, "e_above_lowest_ev": 5.8756}

---

Record 7
{"formula": "C5H14N", "method": "the ωB97M-V functional and the def2-TZVPD basis", "symbols": ["C", "C", "C", "C", "C", "N", "H", "H", "H", "H", "H", "H", "H", "H", "H", "H", "H", "H", "H", "H"], "coordinates": [[-0.99682, 0.48259, 0.91135], [0.04915, 0.08988, -0.13125], [1.43543, 0.39998, 0.44115], [-0.03968, -1.43831, -0.42112], [0.26985, -1.80097, -1.90320], [-0.92001, 1.99381, 1.08830], [-0.81686, 0.10393, 1.91095], [-1.98853, 0.17069, 0.58777], [-0.08810, 0.53449, -1.11965], [1.84444, 1.37420, 0.12818], [1.42548, 0.29118, 1.53153], [2.26820, -0.20683, 0.08118], [0.77782, -1.99381, 0.04479], [-1.06123, -1.72091, -0.13797], [-0.32908, -1.21881, -2.63422], [1.28080, -1.51092, -2.15940], [-0.19778, -2.76215, -2.08360], [-0.04004, 2.43264, 1.36329], [-1.47624, 2.63132, 0.50894], [-1.39678, 2.14800, 1.99300]], "mulliken_charge": [-0.967, 0.681, -1.598, -0.602, -1.329, -0.303, 0.385, 0.389, 0.341, 0.384, 0.363, 0.414, 0.266, 0.383, 0.386, 0.340, 0.382, 0.350, 0.348, 0.389], "charge": 1, "orbital_gap_ev": 11.0, "smiles": "CC[C@H](C)C[NH3+]", "e_homo_ev": -14.766, "e_above_lowest_ev": 1.1492}

---

Record 8
{"formula": "C5H14N", "method": "the ωB97M-V functional and the def2-TZVPD basis", "symbols": ["C", "C", "C", "C", "C", "N", "H", "H", "H", "H", "H", "H", "H", "H", "H", "H", "H", "H", "H", "H"], "coordinates": [[-0.02917, -0.41824, 2.82287], [1.40778, 0.69568, -1.06719], [-0.06743, 0.35916, -1.36508], [-0.98599, 0.97680, -0.33655], [-0.22412, -1.12917, -1.67630], [0.09626, -0.65913, 1.46968], [0.14902, -1.31542, 3.45513], [-0.96838, 0.08035, 3.10246], [2.03739, 0.52848, -1.94027], [1.69504, 0.08465, -0.21317], [-0.25256, 0.90063, -2.30199], [-1.18272, 2.01452, -0.62220], [-2.00318, 0.59273, -0.22062], [-0.51924, 0.96373, 0.72480], [0.28528, -1.34531, -2.61409], [-1.28090, -1.39157, -1.77177], [0.22459, -1.77921, -0.92162], [1.59128, 1.74699, -0.82536], [-0.76729, -1.13344, 1.14469], [0.79434, 0.22774, 3.15657]], "mulliken_charge": [-0.738, -1.395, 0.813, -1.310, -1.479, -0.094, 0.381, 0.343, 0.394, 0.355, 0.442, 0.395, 0.420, 0.286, 0.411, 0.367, 0.320, 0.368, 0.350, 0.371], "charge": 1, "orbital_gap_ev": 6.2, "e_homo_ev": -15.104, "e_above_lowest_ev": 5.6050}

---

Record 9
{"formula": "C5H14N", "method": "the ωB97M-V functional and the def2-TZVPD basis", "symbols": ["C", "C", "C", "C", "C", "N", "H", "H", "H", "H", "H", "H", "H", "H", "H", "H", "H", "H", "H", "H"], "coordinates": [[-2.02590, 0.94231, -0.37891], [-0.58815, 0.36553, -0.22758], [-0.25935, 0.40875, 1.29045], [1.25611, 0.07517, 1.51120], [2.25958, 0.38462, 0.47895], [-0.29408, -0.94381, -0.64698], [-2.63711, 0.19560, 0.16555], [-2.44869, 0.94379, -1.38931], [-2.18157, 1.92475, 0.05103], [0.01805, 1.15179, -0.74960], [-0.50896, 1.30629, 1.83686], [-0.81546, -0.41859, 1.55632], [1.65438, 0.37490, 2.46998], [1.17772, -1.04343, 1.51372], [2.28794, 1.44837, 0.16342], [3.31463, 0.09686, 0.82799], [1.88368, -0.11428, -0.51030], [-0.60763, -2.96128, -2.88052], [-0.73258, -1.33666, -1.47746], [-0.75261, -2.80069, -3.60481]], "mulliken_charge": [-1.296, 0.375, -0.870, -0.287, -1.078, -0.046, 0.366, 0.388, 0.399, 0.346, 0.435, 0.420, 0.451, 0.218, 0.302, 0.341, 0.243, -0.079, 0.242, 0.130], "charge": 1, "orbital_gap_ev": 5.8, "e_homo_ev": -15.091, "e_above_lowest_ev": 7.1290}

---

Record 10
{"formula": "C5H14N", "method": "the ωB97M-V functional and the def2-TZVPD basis", "symbols": ["C", "C", "C", "C", "C", "N", "H", "H", "H", "H", "H", "H", "H", "H", "H", "H", "H", "H", "H", "H"], "coordinates": [[-1.43941, 0.60658, -0.79023], [0.03159, 0.38666, -0.99956], [0.78320, -0.23992, 0.19969], [0.43277, 0.33997, 1.56464], [2.28221, -0.20444, -0.04269], [-2.09938, -0.70519, -0.36865], [-1.66216, 1.28229, 0.03022], [-1.99779, 0.96068, -1.64317], [0.20966, -0.27882, -1.84080], [0.46915, 1.36330, -1.18595], [0.50254, -1.29603, 0.27868], [-0.62779, 0.47818, 1.77635], [0.88150, -0.22780, 2.36788], [0.80714, 1.35723, 1.71413], [2.57233, -0.64138, -0.99524], [2.78990, -0.83042, 0.69322], [2.69574, 0.80213, 0.02788], [-2.92954, -0.65369, 0.22071], [-1.39573, -1.21367, 0.17474], [-2.30592, -1.28566, -1.18185]], "mulliken_charge": [-0.806, -0.556, 0.665, -1.342, -1.712, -0.237, 0.399, 0.407, 0.327, 0.359, 0.208, 0.327, 0.401, 0.363, 0.408, 0.406, 0.404, 0.358, 0.249, 0.370], "charge": 1, "orbital_gap_ev": 11.8, "smiles": "CC(C)CC[NH3+]", "e_homo_ev": -15.436, "e_above_lowest_ev": 0.1328}

---

Record 11
{"formula": "C5H14N", "method": "the ωB97M-V functional and the def2-TZVPD basis", "symbols": ["C", "C", "C", "C", "C", "N", "H", "H", "H", "H", "H", "H", "H", "H", "H", "H", "H", "H", "H", "H"], "coordinates": [[-0.42068, -0.90735, -1.36880], [-0.24659, 0.45199, -0.77334], [-0.35644, 0.41909, 0.79029], [1.00562, 0.31671, 1.53298], [2.07475, 1.33135, 1.15807], [-1.85729, -1.39659, -1.19246], [0.33757, -1.66524, -1.12963], [-0.18031, -1.03682, -2.43781], [0.76017, 0.80456, -0.97202], [-0.96485, 1.17308, -1.15810], [-0.83370, 1.34874, 1.08710], [-0.95551, -0.45184, 1.07902], [0.81478, 0.39354, 2.60921], [1.36088, -0.71522, 1.45882], [2.23019, 1.36539, 0.07875], [3.05719, 0.98983, 1.48665], [1.87820, 2.30540, 1.59363], [-2.38877, -1.42754, -2.07031], [-1.90973, -2.22646, -0.59685], [-2.32551, -0.70947, -0.60193]], "mulliken_charge": [-0.683, -0.556, -0.349, -0.644, -1.079, -0.272, 0.318, 0.392, 0.220, 0.339, 0.315, 0.298, 0.341, 0.316, 0.328, 0.346, 0.288, 0.362, 0.349, 0.370], "charge": 1, "orbital_gap_ev": 11.1, "smiles": "CCCCC[NH3+]", "e_homo_ev": -14.812, "e_above_lowest_ev": 0.7883}

---

Record 12
{"formula": "C5H14N", "method": "the ωB97M-V functional and the def2-TZVPD basis", "symbols": ["C", "C", "C", "H", "H", "H", "H", "H", "H", "H", "H", "C", "C", "N", "H", "H", "H", "H", "H", "H"], "coordinates": [[-0.19623, 2.37675, -0.55878], [0.59213, 1.27624, -1.26462], [-0.28196, 0.11489, -1.75784], [-0.89677, 2.83361, -1.25626], [0.45784, 3.16683, -0.19135], [-0.79948, 2.00940, 0.27909], [1.43256, 0.93254, -0.64989], [1.06915, 1.71239, -2.14271], [0.31037, -0.77464, -1.97755], [-1.08766, -0.16876, -1.06608], [-0.78702, 0.40728, -2.67623], [-0.43221, -1.75089, 1.78458], [0.10220, -2.88409, 1.37959], [0.21110, -0.45725, 1.44280], [-1.45365, -1.63986, 2.11582], [-0.42973, -3.80644, 1.55832], [1.09923, -2.95030, 0.95955], [1.22971, -0.53222, 1.42519], [-0.09054, -0.15295, 0.50436], [-0.04903, 0.28747, 2.09204]], "mulliken_charge": [-0.956, -0.463, -1.191, 0.352, 0.308, 0.308, 0.346, 0.352, 0.288, 0.455, 0.410, -0.053, -0.610, -0.090, 0.342, 0.271, 0.237, 0.434, -0.154, 0.412], "charge": 1, "orbital_gap_ev": 12.0, "e_homo_ev": -15.401, "e_above_lowest_ev": 1.2824}